Molecular formula: C2H5NO
Method: DFT, ωB97M-V with the def2-TZVPD basis set

Last column: Mulliken charge in e.
CARTESIAN COORDINATES (ANGSTROEM)
O1 1.10292 0.05691 1.36616  -0.6167
C1 0.21934 0.00264 0.52218  0.5733
N1 -1.04299 0.29626 0.87860  -0.3937
C2 0.53440 -0.41207 -0.91178  -0.7912
H1 -1.20981 0.49326 1.86869  0.2416
H2 -1.80668 0.05131 0.24557  0.2127
H3 0.97941 0.44940 -1.48745  0.2196
H4 -0.34517 -0.82279 -1.45848  0.3075
H5 1.31163 -1.19021 -0.86082  0.2469

Properties
Energy above the lowest of the compared OMol25 structures with the same formula, charge and spin: 0.113 eV
Total energy: -5693.11618 eV
HOMO-LUMO gap: 10.6 eV
Structure (SMILES): CC(N)=O
Lowest unoccupied orbital energy: 0.884 eV

Molecular formula: C26H48F6O13S2V
Method: DFT, ωB97M-V with the def2-TZVPD basis set

Last column: Mulliken charge in e.
CARTESIAN COORDINATES (ANGSTROEM)
O1 -19.46466 -26.75615 37.05375  0.8769
V1 -19.77705 -25.24375 36.83926  -1.0827
C1 -20.92659 -24.70008 41.46331  0.6408
F1 -21.99555 -24.07838 40.97001  -0.2127
F2 -20.61854 -24.26189 42.66994  -0.2241
F3 -21.18083 -26.02494 41.54743  -0.1787
S1 -19.38767 -24.38140 40.26065  1.1688
O2 -18.30271 -25.29060 40.68382  -0.6598
O3 -19.86149 -24.74024 38.90688  -0.4207
O4 -19.01535 -22.96977 40.36668  -0.6966
C2 -20.83941 -25.49169 32.30597  0.5587
F4 -21.71400 -26.42115 32.60646  -0.1537
F5 -20.53535 -25.67544 31.00730  -0.2218
F6 -21.43092 -24.29968 32.49119  -0.2199
S2 -19.25762 -25.53215 33.42616  1.1531
O5 -19.77463 -25.27996 34.77703  -0.9875
O6 -18.61671 -26.85916 33.24509  -0.6559
O7 -18.36788 -24.42183 32.96505  -0.7130
C3 -15.90549 -30.05081 35.90399  -0.6815
C4 -15.72384 -29.63647 37.36147  -0.9008
C5 -16.93201 -28.74682 37.56056  0.4811
O8 -17.41103 -28.30978 36.25727  0.3679
C6 -16.64798 -28.92696 35.21673  -0.5146
H1 -16.42138 -31.01082 35.92260  0.2883
H2 -14.98089 -30.25198 35.36293  0.4276
H3 -14.86489 -28.97136 37.45050  0.2929
H4 -15.62141 -30.42862 38.10315  0.3822
H5 -16.65207 -27.85240 38.11712  0.2309
H6 -17.69184 -29.32879 38.08216  -0.5605
H7 -15.88590 -28.24372 34.84189  0.2368
H8 -17.28644 -29.17835 34.36981  0.2692
C7 -20.40364 -30.12540 39.26925  -0.5715
C8 -19.48300 -29.79579 40.42117  -0.7965
C9 -19.28829 -28.25936 40.31759  -0.3451
O9 -20.30899 -27.74322 39.47522  0.3755
C10 -21.16609 -28.81708 39.09170  0.4592
H9 -21.01136 -31.01156 39.45229  0.5286
H10 -19.76034 -30.33154 38.41382  -0.0671
H11 -18.55588 -30.36487 40.35267  0.3805
H12 -20.05709 -30.07734 41.30393  0.2845
H13 -18.34924 -27.97353 39.84366  -0.0091
H14 -19.33200 -27.74087 41.27537  0.3509
H15 -21.57063 -28.78337 38.08012  -0.7969
H16 -22.00883 -28.85123 39.78215  0.4319
C11 -22.60755 -30.22022 34.89972  -0.7510
C12 -21.16756 -30.19622 34.32674  -0.9297
C13 -20.49449 -29.18902 35.19994  0.5916
O10 -21.53382 -28.30180 35.54246  0.1160
C14 -22.81784 -28.77492 35.17773  -0.4915
H17 -22.71789 -30.77533 35.83126  0.2771
H18 -23.29884 -30.68774 34.19855  0.3959
H19 -21.24098 -29.80532 33.31191  0.3326
H20 -20.67626 -31.16822 34.28263  0.4188
H21 -19.75293 -28.66465 34.59727  -0.3833
H22 -20.01377 -29.70804 36.02918  -0.1735
H23 -23.13988 -28.30557 34.24816  0.3711
H24 -23.58688 -28.55237 35.91742  0.2194
C15 -24.15416 -24.66831 36.69747  -0.8525
C16 -23.78797 -25.03371 38.10859  -0.6726
C17 -22.62454 -25.97270 37.93972  0.6362
O11 -21.92672 -25.39234 36.80175  1.4628
C18 -22.86792 -25.03428 35.87439  -0.6265
H25 -24.45874 -23.62179 36.68567  0.3025
H26 -24.98775 -25.23261 36.27939  0.3517
H27 -24.61693 -25.58995 38.54623  0.4377
H28 -23.49455 -24.22425 38.77701  0.2388
H29 -22.87742 -27.01199 37.72992  0.0117
H30 -21.97267 -25.95069 38.81305  -0.7658
H31 -23.08968 -25.87956 35.22292  0.1462
H32 -22.60336 -24.20351 35.22023  0.1763
C19 -19.55755 -20.82966 36.22321  -0.6465
C20 -20.46529 -20.76585 37.40692  -0.7865
C21 -21.15983 -22.14399 37.54730  -0.2155
O12 -20.38397 -23.00854 36.71360  0.8075
C22 -19.91212 -22.23309 35.55972  -0.3652
H33 -18.52844 -20.86797 36.58036  0.0952
H34 -19.73564 -20.00879 35.52855  0.4219
H35 -21.13547 -19.91282 37.30066  0.3460
H36 -19.89652 -20.50439 38.29924  0.3243
H37 -22.20358 -22.11488 37.23451  0.1986
H38 -21.15639 -22.54246 38.56185  -0.1282
H39 -20.59568 -22.17236 34.71287  0.5005
H40 -19.01320 -22.68427 35.13961  -0.0431
C23 -15.81039 -24.15148 35.52496  -0.8588
C24 -15.88522 -23.12091 36.63673  -0.7260
C25 -17.02458 -23.56639 37.51317  -0.6968
O13 -17.62591 -24.71420 36.89922  0.1369
C26 -16.58433 -25.31584 36.02238  0.6865
H41 -14.79279 -24.44085 35.26254  0.4740
H42 -16.21071 -23.82118 34.56645  0.2442
H43 -15.98899 -22.09318 36.28873  0.2216
H44 -15.03280 -23.11138 37.31598  0.3401
H45 -17.69744 -22.76269 37.81220  0.2109
H46 -16.71747 -23.94137 38.48948  0.4903
H47 -17.03989 -25.81093 35.16479  -0.5054
H48 -16.03214 -26.10383 36.53449  0.1178

Properties
<S²>: 0.78
Energy above the lowest of the compared OMol25 structures with the same formula, charge and spin: 0.000 eV
2S+1: 2
Total energy: -118020.31174 eV
HOMO-LUMO gap (spin up / spin down): 9.1 / 9.4 eV
Lowest unoccupied orbital energy (spin up / spin down): 0.003 / 0.272 eV

Molecular formula: C21H59N5O6
Method: DFT, ωB97M-V with the def2-TZVPD basis set

Last column: Mulliken charge in e.
CARTESIAN COORDINATES (ANGSTROEM)
C1 -1.10470 0.42800 -1.18725  0.2619
O1 -0.79212 1.49039 -0.28755  -0.2853
H1 -0.22081 -0.18869 -1.32837  -0.3795
H2 -1.83228 -0.24305 -0.70745  0.0801
H3 -1.52700 0.77826 -2.13053  0.2471
H4 -1.64366 1.85464 -0.01425  0.2527
C2 1.05842 -0.58017 -4.49111  -1.3539
C3 2.27426 -1.34975 -3.99562  0.5535
C4 3.54236 -0.64174 -4.37203  0.3636
O2 3.52044 -0.29805 -5.73278  -0.3476
C5 4.61468 0.49373 -6.10543  -0.5735
N1 2.19732 -1.38649 -2.50446  -0.4485
H5 1.02913 -0.49744 -5.57382  0.4511
H6 1.07187 0.44269 -4.09121  0.1880
H7 0.12387 -0.98665 -4.09157  0.3109
H8 2.26136 -2.36556 -4.39950  0.4718
H9 4.38140 -1.36003 -4.21797  0.3340
H10 3.83213 0.15823 -3.68134  -0.6088
H11 5.55492 -0.07209 -6.03887  0.2969
H12 4.68042 1.38981 -5.47996  0.0280
H13 4.47987 0.77321 -7.14880  0.2869
H14 2.80665 -2.15163 -2.21738  0.2811
H15 1.27028 -1.76601 -2.30651  -0.2177
C6 -0.48940 -2.70414 1.54013  -1.3606
C7 -0.62729 -4.00747 0.76262  0.9543
C8 0.14607 -4.03116 -0.54232  -0.9036
O3 -0.47753 -3.33336 -1.59677  -0.0683
C9 -1.52632 -4.03639 -2.18778  -0.9395
N2 -0.23067 -5.15073 1.59472  -0.8112
H16 -1.27748 -2.64034 2.28710  0.3576
H17 -0.48839 -1.86270 0.84271  0.0239
H18 0.49467 -2.65171 2.01573  0.4199
H19 -1.69982 -4.05972 0.52012  0.1197
H20 0.29663 -5.08064 -0.85064  0.4716
H21 1.16853 -3.66575 -0.41442  0.1855
H22 -2.19661 -4.51155 -1.45772  0.3418
H23 -1.19917 -4.83887 -2.86125  0.2870
H24 -2.16229 -3.34096 -2.73651  0.2901
H25 -0.92137 -5.28421 2.32734  0.2825
H26 -0.31443 -5.99424 1.03163  0.2629
C10 -4.63035 -1.59260 1.63459  -1.8500
C11 -4.13286 -0.15700 1.67364  1.7015
C12 -4.46652 0.64171 0.44538  -0.9720
O4 -3.59946 1.73186 0.35300  -0.4253
C13 -3.86784 2.55943 -0.77355  -0.8431
N3 -4.66300 0.52619 2.87473  -0.8371
H27 -4.25167 -2.13680 2.49853  0.4522
H28 -4.24875 -2.09064 0.74361  0.3247
H29 -5.72243 -1.56974 1.66116  0.4287
H30 -3.03942 -0.22541 1.81679  -0.3899
H31 -5.51293 0.94903 0.59079  0.5095
H32 -4.40552 -0.01313 -0.43671  0.3287
H33 -4.92763 2.81044 -0.86602  0.3718
H34 -3.58803 2.02754 -1.69118  0.3095
H35 -3.27255 3.45850 -0.64344  0.2757
H36 -4.56039 -0.07847 3.68561  0.2944
H37 -4.05622 1.30456 3.11671  0.2728
C14 -0.38256 0.90824 7.20767  -1.2990
C15 -1.37932 1.56382 6.23748  0.3091
C16 -1.26110 0.91394 4.87189  -0.1202
O5 -0.07683 1.32241 4.23515  -0.4251
C17 -0.02445 0.86763 2.90223  -0.2394
N4 -2.76865 1.39898 6.70758  -0.6946
H38 -0.49509 1.27728 8.22740  0.3699
H39 0.65577 1.00744 6.88834  0.3300
H40 -0.59576 -0.16681 7.20451  0.2951
H41 -1.15112 2.62478 6.12923  0.2969
H42 -2.12663 1.22297 4.26807  -0.1536
H43 -1.27833 -0.18467 4.97008  0.2331
H44 0.86080 1.34817 2.47804  0.2226
H45 -0.82918 1.23876 2.25780  0.0989
H46 0.08533 -0.21727 2.83029  0.2238
H47 -2.77726 1.68611 7.68061  0.2742
H48 -2.99768 0.40941 6.70600  0.2566
C18 2.27444 3.60587 -0.26472  -1.4978
C19 2.55400 2.58922 -1.36673  0.7871
C20 4.05741 2.51096 -1.63624  -0.1779
O6 4.48266 3.69042 -2.28479  -0.3280
C21 5.62476 3.49195 -3.08304  -0.2597
N5 2.09952 1.28134 -0.87234  -0.6682
H49 2.82382 4.53723 -0.41148  0.3804
H50 2.65262 3.17624 0.67045  0.3290
H51 1.21470 3.80520 -0.10816  0.2949
H52 1.99826 2.83844 -2.28016  0.2208
H53 4.20679 1.65783 -2.30787  -0.2709
H54 4.52504 2.37010 -0.65580  0.2620
H55 6.44636 3.11014 -2.46669  0.3073
H56 5.91748 4.45460 -3.49842  0.2981
H57 5.40691 2.81322 -3.91546  -0.1375
H58 1.13384 1.39505 -0.56692  0.3968
H59 1.99504 0.57782 -1.60862  0.0269

Properties
Energy above the lowest of the compared OMol25 structures with the same formula, charge and spin: 0.000 eV
Total energy: -42466.26668 eV
HOMO-LUMO gap: 8.9 eV
Structure (SMILES): COC[C@H](C)N.COC[C@H](C)N.COC[C@H](C)N.COC[C@H](C)N.COC[C@H](C)N.CO
Lowest unoccupied orbital energy: 0.457 eV

Molecular formula: C3H6N2O3
Method: DFT, ωB97M-V with the def2-TZVPD basis set

Last column: Mulliken charge in e.
CARTESIAN COORDINATES (ANGSTROEM)
C1 -1.73795 0.08139 -0.45475  -0.8625
N1 -0.29703 0.28707 -0.38349  0.2594
C2 0.43262 -0.14504 1.25958  0.7538
C3 0.57115 -0.86859 -0.29404  -0.0312
O1 0.16410 1.53339 -0.84394  -0.4146
O2 1.52687 0.62114 1.43266  -0.4284
N2 1.32989 -1.10038 -1.26562  -0.5774
O3 -0.25463 -0.59074 2.13924  -0.6059
H1 0.89306 1.28270 -1.44324  0.3728
H2 1.69046 0.69833 2.38640  0.3440
H3 1.96088 -1.87951 -1.09012  0.2742
H4 -1.93709 -0.43494 -1.38757  0.3205
H5 -2.08390 -0.52500 0.37788  0.3019
H6 -2.25843 1.04019 -0.43300  0.2934

Properties
Energy above the lowest of the compared OMol25 structures with the same formula, charge and spin: 5.914 eV
Total energy: -12326.31364 eV
HOMO-LUMO gap: 9.0 eV
Lowest unoccupied orbital energy: 0.413 eV